Formula: C36H64N13O15
Source: the OMol25 dataset
Level of theory: wB97M-V/def2-TZVPD

For the maximum force, the calculation gives 0.2507 Eh/bohr. The value obtained for the orbital gap is 3.86 eV. Its highest occupied orbital energy is -9.31 eV. For the LUMO energy, the calculation gives -5.45 eV. As for the energy above the lowest of the compared OMol25 structures with the same formula, charge and spin: 0.0 kcal/mol. The value obtained for the electronic energy is -3248.91611 Eh. Its net charge is +1.

The geometry in XYZ format:
```
128
C36H64N13O15 wB97M-V/def2-TZVPD
C 0.78 -3.20 1.42
C -0.48 -2.37 0.96
C -0.97 -1.30 1.88
C -0.14 -0.02 1.88
C -0.15 0.55 0.53
C 0.33 -0.49 -0.63
N -0.33 -1.87 -0.37
O -0.36 -2.63 -1.37
C 1.83 -0.54 -0.66
C -0.18 0.18 -1.84
C -1.53 -3.51 0.90
H 1.61 -2.44 1.60
H 0.98 -3.93 0.71
H 0.71 -3.52 2.43
H -1.06 -1.78 2.79
H -1.98 -1.07 1.76
H 0.95 -0.14 2.06
H -0.60 0.71 2.55
H 0.20 1.54 0.61
H -1.17 0.92 0.27
H 2.37 0.57 -1.11
H 2.24 -1.33 -1.29
H 2.29 -0.86 0.32
H -1.32 0.54 -1.98
H 0.08 -0.25 -2.80
H 0.21 1.25 -1.88
H -1.87 -3.78 1.91
H -1.29 -4.41 0.23
H -2.34 -3.21 0.22
N -0.92 1.57 -6.06
C -0.32 2.70 -5.80
C -1.08 3.29 -4.65
C -2.16 2.31 -4.29
C -2.03 1.20 -5.31
H -0.56 0.83 -6.94
H 0.52 3.10 -6.33
H -1.00 4.03 -3.86
H -2.97 2.41 -3.48
H -2.69 0.46 -5.57
N -4.15 -0.54 -1.46
C -3.99 0.35 -0.45
C -4.68 -0.05 0.74
C -5.15 -1.39 0.44
C -4.77 -1.70 -0.93
H -3.76 -0.30 -2.44
H -3.61 1.40 -0.70
H -5.07 0.45 1.57
H -5.80 -2.21 1.07
H -5.02 -2.59 -1.62
N 3.91 -3.25 3.50
C 3.68 -1.97 4.07
C 2.80 -2.14 5.22
C 2.25 -3.51 5.16
C 2.94 -4.15 3.97
H 4.75 -3.21 2.76
H 4.53 -1.17 3.66
H 2.63 -1.50 6.10
H 1.52 -3.81 5.81
H 2.63 -5.09 3.34
N 1.76 -0.39 -6.14
C 1.83 0.13 -4.91
C 2.89 -0.46 -4.04
C 3.55 -1.46 -5.01
C 2.76 -1.35 -6.26
H 1.04 -0.13 -6.84
H 1.05 0.78 -4.68
H 3.26 -0.38 -3.00
H 4.35 -2.10 -4.87
H 2.75 -1.74 -7.35
N -4.95 -1.59 3.71
C -4.91 -0.60 4.57
C -3.62 -0.69 5.57
C -3.01 -1.95 5.03
C -3.94 -2.50 3.89
H -5.83 -2.05 3.32
H -5.74 0.19 4.33
H -3.53 0.01 6.45
H -2.05 -2.44 5.45
H -3.69 -3.48 3.45
C 3.95 3.39 0.85
N 3.26 2.34 1.86
O 3.07 1.27 1.44
O 3.00 2.73 2.97
H 4.76 2.86 0.22
H 4.60 4.08 1.37
H 2.92 3.59 0.22
C 5.34 -0.56 -0.11
N 4.79 -1.96 -0.27
O 4.38 -2.48 0.69
O 4.83 -2.47 -1.35
H 4.71 0.00 -0.64
H 6.46 -0.60 -0.37
H 5.26 -0.36 0.93
C -1.36 4.74 -1.07
N -2.37 3.76 -0.73
O -3.52 3.94 -1.04
O -1.96 3.05 0.29
H -0.66 4.21 -1.78
H -0.79 5.17 -0.24
H -1.92 5.50 -1.51
C 1.37 1.15 6.22
N 0.17 0.29 6.18
O 0.08 -0.68 7.05
O -0.62 0.39 5.31
H 1.72 1.05 7.12
H 1.15 2.20 5.94
H 2.03 0.90 5.37
C 2.59 3.76 -4.29
N 2.99 3.06 -3.07
O 2.08 2.87 -2.30
O 3.93 2.33 -3.15
H 3.47 4.37 -4.52
H 1.60 4.27 -4.22
H 2.71 2.98 -5.06
C -1.06 -2.23 -5.70
N -2.04 -2.52 -4.66
O -2.44 -3.71 -4.61
O -2.42 -1.62 -3.72
H -0.61 -1.30 -5.52
H -1.70 -1.94 -6.53
H -0.40 -3.02 -5.80
C -2.83 2.19 3.33
N -2.35 3.28 4.28
O -1.16 3.18 4.56
O -3.19 3.85 5.04
H -3.79 2.51 2.96
H -3.04 1.31 4.00
H -2.15 2.05 2.76
```

=====

Formula: C9H13N2O
Source: the OMol25 dataset
Level of theory: wB97M-V/def2-TZVPD

For the maximum force, the calculation gives 0.0806 Eh/bohr. The value obtained for the orbital gap is 9.11 eV. Its highest occupied orbital energy is -12.44 eV. For the LUMO energy, the calculation gives -3.33 eV. As for the energy above the lowest of the compared OMol25 structures with the same formula, charge and spin: 93.0 kcal/mol. The value obtained for the electronic energy is -535.13881 Eh. Its net charge is +1. The SMILES is CC1=C[NH+]=C2C=CON2C1(C)C.

The geometry in XYZ format:
```
25
C9H13N2O wB97M-V/def2-TZVPD
C 1.32 0.03 -2.17
C 1.07 0.08 -0.64
C 2.00 0.05 0.35
N 1.61 0.08 1.70
C 0.35 0.08 2.25
C -0.15 0.01 3.65
C -1.50 -0.18 3.46
O -1.82 -0.24 2.16
N -0.70 0.00 1.48
C -0.50 0.03 -0.09
C -1.29 1.21 -0.69
C -1.04 -1.32 -0.62
H 2.40 -0.42 -2.41
H 0.53 -0.38 -2.77
H 1.40 1.12 -2.50
H 2.96 -0.30 0.13
H 2.36 0.07 2.35
H 0.47 0.20 4.49
H -2.36 -0.38 4.07
H -1.72 0.91 -1.66
H -2.27 1.45 -0.22
H -0.69 2.21 -0.86
H -0.57 -2.09 0.00
H -2.12 -1.45 -0.58
H -0.66 -1.44 -1.62
```

=====

Formula: C5H8N
Source: the OMol25 dataset
Level of theory: wB97M-V/def2-TZVPD

For the maximum force, the calculation gives 0.1696 Eh/bohr. The value obtained for the orbital gap (spin up / spin down) is 5.37 / 6.45 eV. Its highest occupied orbital energy (spin up / spin down) is -12.48 / -14.36 eV. As for the multiplicity: 3. For the LUMO energy (spin up / spin down), the calculation gives -7.11 / -7.91 eV. As for the energy above the lowest of the compared OMol25 structures with the same formula, charge and spin: 206.4 kcal/mol. As for the expectation value of S²: 2.01. The value obtained for the electronic energy is -249.36713 Eh. Its net charge is +1.

The geometry in XYZ format:
```
14
C5H8N wB97M-V/def2-TZVPD
C -0.98 -0.87 0.20
C -1.92 -1.70 0.22
C -0.21 -0.06 -0.82
C -0.63 1.37 -1.14
C 1.40 -0.94 1.13
N 0.22 -0.24 0.58
H 0.29 -0.52 -1.67
H -1.58 1.47 -1.57
H 0.13 2.00 -1.57
H -1.03 1.74 -0.04
H 2.17 -0.36 1.49
H 1.08 -1.65 2.02
H 1.76 -1.61 0.33
H -0.69 1.36 0.84
```

=====

Formula: C3H15N2O3
Source: the OMol25 dataset
Level of theory: wB97M-V/def2-TZVPD

For the maximum force, the calculation gives 0.0265 Eh/bohr. The value obtained for the orbital gap is 5.46 eV. Its highest occupied orbital energy is -12.70 eV. For the LUMO energy, the calculation gives -7.23 eV. As for the energy above the lowest of the compared OMol25 structures with the same formula, charge and spin: 105.2 kcal/mol. The value obtained for the electronic energy is -458.16385 Eh. Its net charge is +1.

The geometry in XYZ format:
```
23
C3H15N2O3 wB97M-V/def2-TZVPD
N -3.96 -0.99 -0.71
C 1.83 -0.44 0.63
C 2.95 -0.81 -0.26
O 2.52 -0.55 -1.60
C 1.58 0.91 1.06
N 0.23 1.26 0.65
H -3.01 -0.71 -0.91
H -3.91 -1.99 -0.56
H -4.62 -0.91 -1.46
H 1.23 -1.25 1.05
H 3.25 -1.84 -0.19
H 3.81 -0.18 -0.04
H 3.27 -0.20 -2.08
H 1.67 0.91 2.15
H 2.32 1.57 0.64
H -0.52 0.77 1.15
H 0.09 1.10 -0.35
H -3.18 1.73 2.68
H -3.52 0.80 1.49
O -2.81 1.30 1.90
H 0.22 -1.06 -0.93
H -0.75 -1.19 -2.12
O -0.50 -0.63 -1.38
```